Below is a molecular structure, C19H48O13V2 in a non-equilibrium geometry, with properties calculated with wB97M-V/def2-TZVPD.

Results
HOMO energy ... -6.7 eV
Gap between HOMO and LUMO ... 2.6110 eV
Charge ... 0
E_LUMO ... -0.1492 Ha
Total energy ... -3618.402765 hartree

```
82
Properties=species:S:1:pos:R:3:mulliken_charge:R:1
O -1.14 3.02 4.90 -0.60
V -0.07 3.16 3.77 1.74
O 1.22 3.92 4.38 -0.62
O 3.81 5.27 -2.54 -0.61
V 3.08 3.95 -3.03 1.74
O 3.38 3.79 -4.63 -0.62
C 0.01 1.78 -0.59 0.81
O -0.96 1.60 0.18 -0.65
O 0.85 2.53 -0.14 -0.59
O 0.14 1.53 -1.77 -0.62
C -6.17 5.22 0.09 -1.17
C -5.73 5.27 -1.40 0.48
C -6.18 6.52 -2.17 -1.25
O -4.34 5.22 -1.31 -0.55
H -5.89 6.03 0.76 0.31
H -5.86 4.32 0.62 0.32
H -7.25 5.17 0.14 0.34
H -6.05 4.40 -1.97 0.22
H -7.27 6.47 -2.26 0.36
H -5.74 6.52 -3.16 0.31
H -5.92 7.41 -1.59 0.32
H -4.03 4.32 -1.13 0.31
C -2.96 -4.61 4.10 -1.36
C -3.23 -3.54 3.09 0.60
C -3.98 -2.31 3.71 -1.28
O -2.04 -3.04 2.65 -0.52
H -3.90 -5.01 4.48 0.35
H -2.19 -4.29 4.81 0.34
H -2.49 -5.48 3.64 0.35
H -3.83 -3.92 2.27 0.19
H -3.95 -1.36 3.17 0.38
H -3.57 -2.23 4.71 0.32
H -5.02 -2.48 4.00 0.34
H -2.23 -2.27 2.12 0.30
C 3.90 -1.74 5.75 -1.23
C 2.58 -1.07 6.17 0.58
C 2.70 -0.04 7.30 -1.29
O 1.95 -0.56 5.01 -0.52
H 3.84 -2.37 4.87 0.37
H 4.23 -2.36 6.59 0.34
H 4.73 -1.05 5.59 0.30
H 1.89 -1.84 6.50 0.16
H 3.25 -0.44 8.15 0.36
H 1.71 0.26 7.65 0.31
H 3.28 0.85 7.04 0.35
H 1.71 -1.24 4.38 0.29
C -6.08 -2.15 -3.33 -1.29
C -4.66 -1.77 -2.95 0.53
C -3.69 -2.94 -3.13 -1.23
O -4.25 -0.79 -3.89 -0.57
H -5.99 -2.65 -4.29 0.31
H -6.75 -1.31 -3.50 0.34
H -6.55 -2.79 -2.58 0.35
H -4.60 -1.28 -1.98 0.23
H -2.71 -2.57 -2.81 0.37
H -3.55 -3.28 -4.16 0.32
H -3.84 -3.74 -2.42 0.34
H -3.32 -0.61 -3.74 0.31
C 7.58 2.87 -0.17 -1.30
C 7.13 1.43 -0.41 0.55
C 6.70 0.76 0.85 -1.26
O 6.04 1.44 -1.33 -0.52
H 7.81 3.41 -1.09 0.35
H 8.57 2.72 0.26 0.38
H 7.02 3.45 0.56 0.32
H 7.96 0.90 -0.88 0.19
H 6.50 -0.28 0.60 0.36
H 5.75 1.15 1.19 0.32
H 7.47 0.79 1.62 0.34
H 5.85 0.56 -1.66 0.29
C 2.24 -2.50 -6.25 -1.15
C 2.71 -3.39 -5.10 0.61
C 3.93 -4.15 -5.45 -1.43
O 3.05 -2.55 -3.99 -0.52
H 1.56 -1.78 -5.80 0.35
H 1.71 -3.15 -6.95 0.33
H 2.98 -1.93 -6.81 0.31
H 1.99 -4.15 -4.75 0.18
H 4.30 -4.69 -4.58 0.32
H 4.74 -3.51 -5.80 0.35
H 3.81 -4.82 -6.30 0.38
H 2.32 -1.94 -3.88 0.28
```